Record 1
C47H56N3O3P2PmTe2 | ωB97M-V with the def2-TZVPD basis set

```
! wB97M-V def2-TZVPD RIJCOSX def2/J DEFGRID3
* xyz 0 5
Pm -1.23 0.42 -1.09
Te 3.23 1.11 3.65
C 5.23 0.25 3.47
C 6.25 1.09 2.96
C 7.55 0.63 2.87
N 7.91 -0.56 3.37
C 6.89 -1.39 3.83
C 5.61 -1.00 3.93
C 1.97 0.24 2.27
P 0.93 -1.25 2.22
C 0.86 -1.91 3.91
C 1.08 -3.28 4.31
C 0.83 -3.61 5.61
C 0.44 -2.70 6.58
C 0.21 -1.37 6.23
C 0.34 -1.01 4.88
C 1.86 -2.48 1.32
C 1.19 -3.48 0.61
C 1.93 -4.37 -0.16
C 3.30 -4.46 -0.04
C 3.99 -3.44 0.59
C 3.23 -2.44 1.31
P 1.73 1.21 0.75
C 1.08 2.75 1.42
C 1.19 3.96 0.76
C 0.65 5.13 1.29
C 0.02 5.12 2.52
C -0.19 3.87 3.18
C 0.40 2.75 2.70
C 3.32 1.63 0.06
C 3.98 0.63 -0.70
C 5.23 0.85 -1.25
C 5.94 2.02 -0.94
C 5.25 3.06 -0.38
C 4.00 2.87 0.22
H 6.09 2.10 2.46
H 8.36 1.22 2.44
H 7.18 -2.37 4.16
H 4.85 -1.67 4.39
H 1.52 -4.00 3.62
H 0.90 -4.63 5.92
H 0.43 -3.04 7.58
H -0.20 -0.63 6.90
H -0.01 -0.06 4.47
H 0.07 -3.66 0.66
H 1.35 -4.99 -0.82
H 3.87 -5.35 -0.45
H 5.08 -3.39 0.49
H 3.87 -1.65 1.77
H 1.74 4.01 -0.18
H 0.71 6.09 0.75
H -0.42 6.01 2.94
H -0.73 3.82 4.10
H 0.25 1.78 3.17
H 3.48 -0.31 -0.99
H 5.72 0.08 -1.85
H 6.91 2.14 -1.35
H 5.61 4.08 -0.53
H 3.55 3.59 0.86
N -0.87 -1.83 -1.96
C -2.29 -2.37 -2.15
C -3.18 -2.06 -0.93
O -3.95 -2.93 -0.54
O -3.05 -0.82 -0.51
H -0.43 -1.89 -2.87
H -0.34 -2.53 -1.39
H -2.32 -3.47 -2.30
H -2.70 -1.87 -3.00
C -2.86 0.78 1.78
O -1.61 1.06 1.15
H -2.71 0.01 2.55
H -3.53 0.40 0.99
H -3.16 1.73 2.26
H -1.01 1.51 1.77
C -6.19 -3.90 1.41
Te -7.53 -3.71 -0.27
C -9.42 -3.41 0.71
H -6.29 -2.95 2.02
H -5.13 -3.92 1.15
H -6.53 -4.78 1.98
H -10.21 -4.05 0.28
H -9.72 -2.33 0.59
H -9.40 -3.74 1.75
C -2.09 -0.65 -6.84
C -1.47 0.07 -5.66
C -0.05 0.28 -5.61
C 0.60 0.94 -4.57
C 2.09 1.15 -4.60
C -0.25 1.46 -3.54
C -1.70 1.24 -3.56
C -2.30 0.59 -4.67
N -2.44 1.71 -2.51
C -3.64 2.54 -2.74
C -4.90 1.74 -3.04
C -3.77 3.25 -1.38
C -3.36 3.52 -3.93
H -2.20 -1.73 -6.62
H -1.37 -0.70 -7.71
H -3.02 -0.32 -7.27
H 0.55 -0.23 -6.37
H 2.36 1.54 -3.64
H 2.50 1.75 -5.36
H 2.65 0.16 -4.65
H 0.18 2.15 -2.75
H -3.41 0.52 -4.80
H -4.89 0.64 -2.69
H -5.14 1.68 -4.12
H -5.74 2.24 -2.61
H -3.76 2.52 -0.55
H -4.70 3.83 -1.35
H -2.93 3.96 -1.29
H -3.25 2.94 -4.87
H -2.38 3.95 -3.78
H -4.08 4.35 -4.17
*
```

Computed properties:
⟨S²⟩ = 6.0055
Orbital gap (alpha / beta) = 6.418 / 6.456 eV
HOMO level (alpha / beta) = -0.239 / -0.239 Ha
LUMO level (alpha / beta) = -0.096 / -0.059 eV

These are the Löwdin partial charges, in e, on atoms 1 to 99: Pm 1.7224; Te 1.2449; C -0.5091; C -0.1472; C -0.1800; N 0.0512; C -0.1439; C -0.1770; C -1.0589; P 0.8777; C -0.3575; C -0.0695; C -0.1154; C -0.0894; C -0.0754; C -0.1365; C -0.4487; C -0.1386; C -0.1177; C -0.1101; C -0.0604; C -0.0857; P 0.8123; C -0.4209; C -0.1225; C -0.0816; C -0.0676; C -0.0723; C -0.1829; C -0.3895; C -0.1173; C -0.0891; C -0.0905; C -0.0983; C -0.0943; H 0.1017; H 0.1034; H 0.0963; H 0.1128; H 0.1006; H 0.0936; H 0.0843; H 0.0978; H 0.0782; H 0.1215; H 0.0888; H 0.1189; H 0.1047; H 0.0888; H 0.1052; H 0.1106; H 0.1004; H 0.1024; H 0.0603; H 0.1022; H 0.1062; H 0.0916; H 0.1112; H 0.0809; N -0.0762; C -0.1252; C -0.5849; O 0.0308; O -0.2355; H 0.0848; H 0.0899; H 0.1331; H 0.1015; C -0.0952; O -0.3353; H 0.0989; H 0.0604; H 0.1046; H 0.0325; C -0.4868; Te 1.0339; C -0.5129; H 0.0134; H -0.0323; H -0.0110; H -0.0103; H -0.0037; H -0.0066; C -0.0589; C -0.2486; C -0.0184; C -0.2717; C -0.0418; C -0.0680; C -0.4334; C -0.0122; N -0.1853; C -0.6009; C -0.0529; C -0.0454; C -0.0288; H 0.0886; H 0.0895; H 0.0713

Record 2
C24H53BF3O12 | ωB97M-V with the def2-TZVPD basis set

```
! wB97M-V def2-TZVPD RIJCOSX def2/J DEFGRID3
* xyz -1 1
C -1.84 0.40 -2.57
O -2.28 -0.16 -3.78
B -2.42 -1.59 -3.84
O -1.72 -2.12 -4.96
C -3.13 -2.41 -2.83
C -4.29 -1.80 -2.05
C -5.02 -2.86 -1.22
O -6.46 -2.79 -1.21
C -6.98 -1.54 -0.88
C -7.68 -0.82 -2.05
F -8.98 -0.56 -1.72
F -7.13 0.39 -2.31
F -7.70 -1.51 -3.18
H -1.36 -0.35 -1.93
H -2.66 0.86 -2.00
H -1.10 1.20 -2.78
H -1.08 -1.47 -5.24
H -3.43 -3.38 -3.26
H -3.88 -1.05 -1.35
H -5.01 -1.26 -2.69
H -4.68 -2.84 -0.18
H -4.79 -3.85 -1.62
H -7.76 -1.67 -0.12
H -6.22 -0.87 -0.46
C -7.07 1.81 6.38
O -6.93 2.00 4.99
C -6.02 1.11 4.37
C -6.45 0.72 2.98
O -7.55 -0.16 2.94
C -8.85 0.34 3.19
C -9.42 1.20 2.09
O -8.82 2.48 2.05
C -8.66 2.99 0.75
H -6.19 2.17 6.93
H -7.94 2.38 6.70
H -7.23 0.76 6.62
H -5.90 0.21 4.98
H -5.04 1.60 4.30
H -5.63 0.16 2.55
H -6.61 1.61 2.36
H -8.91 0.85 4.16
H -9.48 -0.55 3.25
H -10.50 1.31 2.26
H -9.28 0.69 1.13
H -8.18 2.27 0.09
H -8.03 3.88 0.82
H -9.63 3.28 0.31
C 5.62 -0.85 -2.66
O 4.80 -1.14 -1.55
C 4.09 -0.02 -1.05
C 2.72 -0.40 -0.55
O 1.78 -0.72 -1.55
C 1.87 -1.96 -2.23
C 1.45 -3.15 -1.41
O 2.43 -3.50 -0.43
C 1.88 -3.99 0.76
H 6.51 -0.28 -2.38
H 5.93 -1.80 -3.10
H 5.07 -0.28 -3.42
H 3.98 0.74 -1.83
H 4.65 0.42 -0.22
H 2.31 0.49 -0.06
H 2.79 -1.19 0.21
H 2.85 -2.11 -2.68
H 1.13 -1.88 -3.03
H 1.30 -4.00 -2.09
H 0.49 -2.94 -0.93
H 1.10 -3.32 1.15
H 2.69 -4.04 1.49
H 1.45 -4.99 0.64
C 11.39 -0.62 0.81
O 11.02 0.67 0.40
C 10.82 0.80 -1.00
C 9.70 1.76 -1.32
O 8.40 1.27 -1.04
C 7.97 1.19 0.31
C 7.68 2.52 0.96
O 8.87 3.22 1.28
C 8.76 4.62 1.15
H 12.43 -0.85 0.54
H 11.30 -0.65 1.90
H 10.73 -1.38 0.38
H 10.59 -0.18 -1.44
H 11.74 1.18 -1.46
H 9.71 1.89 -2.41
H 9.88 2.73 -0.86
H 8.66 0.59 0.92
H 7.02 0.65 0.26
H 7.12 2.32 1.89
H 7.05 3.11 0.30
H 8.34 4.90 0.18
H 9.76 5.03 1.24
H 8.13 5.05 1.94
*
```

Computed properties:
Orbital gap = 4.326 eV
HOMO level = -0.084 Ha
LUMO level = 2.041 eV

The computed Löwdin charges, all in e, follow: C -0.1509; O -0.0628; B -0.7558; O 0.0440; C -0.0823; C -0.2624; C -0.2060; O -0.1290; C -0.1289; C -0.5800; F 0.0802; F 0.1101; F 0.1594; H 0.0760; H 0.0714; H 0.0733; H 0.0585; H 0.0367; H 0.0834; H 0.0999; H 0.1123; H 0.1054; H 0.1303; H 0.1338; C -0.1223; O -0.1929; C -0.2016; C -0.1837; O -0.1235; C -0.1876; C -0.2027; O -0.1949; C -0.1055; H 0.0858; H 0.0853; H 0.0862; H 0.1240; H 0.1279; H 0.1307; H 0.1223; H 0.1196; H 0.1272; H 0.1263; H 0.1194; H 0.0841; H 0.0874; H 0.0880; C -0.1095; O -0.1901; C -0.2075; C -0.1931; O -0.1204; C -0.1724; C -0.1889; O -0.2012; C -0.1281; H 0.0743; H 0.0869; H 0.0891; H 0.1257; H 0.1119; H 0.1277; H 0.1210; H 0.1201; H 0.1303; H 0.1312; H 0.1249; H 0.0873; H 0.0815; H 0.0863; C -0.1156; O -0.1939; C -0.2055; C -0.1859; O -0.1289; C -0.1772; C -0.2007; O -0.1948; C -0.1192; H 0.0862; H 0.0872; H 0.0884; H 0.1249; H 0.1264; H 0.1286; H 0.1205; H 0.1236; H 0.1154; H 0.1294; H 0.1269; H 0.0872; H 0.0863; H 0.0874

Record 3
C7H8 | ωB97M-V with the def2-TZVPD basis set

```
! wB97M-V def2-TZVPD RIJCOSX def2/J DEFGRID3
* xyz 0 1
C -1.69 0.98 0.26
C -0.46 0.13 0.04
C -0.32 -1.35 0.36
C 0.99 -1.59 0.26
C 1.56 -0.38 -0.42
C 0.44 0.36 -1.11
C 0.90 0.75 0.28
H -2.51 0.67 -0.39
H -2.02 0.92 1.30
H -1.47 2.03 0.05
H -1.14 -2.01 0.59
H 1.62 -2.35 0.71
H 2.57 -0.28 -0.81
H 0.22 0.68 -2.14
H 1.30 1.45 1.02
*
```

Computed properties:
Orbital gap = 9.317 eV
Relative energy (zero: lowest compared OMol25 entry of this formula, charge and spin) = 3.8478 eV
HOMO level = -0.299 Ha
SMILES string = C[C@@]12C=C[C@H]3[C@@H]1[C@H]32
LUMO level = 1.187 eV

The computed Löwdin charges, all in e, follow: C -0.0264; C -0.4202; C -0.0184; C -0.0494; C -0.2019; C -0.0568; C -0.0769; H 0.0781; H 0.0796; H 0.0851; H 0.0982; H 0.0951; H 0.1359; H 0.1371; H 0.1410

Record 4
C4H6N2S | ωB97M-V with the def2-TZVPD basis set

```
! wB97M-V def2-TZVPD RIJCOSX def2/J DEFGRID3
* xyz 0 1
H 0.52 -1.93 -1.70
N 0.61 -0.97 -1.92
C 0.11 -0.19 -1.06
C 0.40 1.31 -1.23
S 1.34 2.14 -0.22
N -0.56 -0.74 0.07
C 0.25 -0.60 1.25
C -1.09 0.03 1.17
H -0.09 1.68 -2.15
H 1.15 -0.02 1.13
H 0.33 -1.51 1.85
H -1.00 1.14 1.08
H -1.96 -0.35 1.71
*
```

Computed properties:
Orbital gap = 8.185 eV
Relative energy (zero: lowest compared OMol25 entry of this formula, charge and spin) = 3.1467 eV
HOMO level = -0.330 Ha
SMILES string = [H]/N=C(/C=S)N1CC1
LUMO level = -0.789 eV

The computed Löwdin charges, all in e, follow: H 0.0488; N 0.1638; C -0.4784; C -0.5545; S 0.7430; N -0.0629; C -0.1623; C -0.1326; H 0.0709; H 0.0511; H 0.1094; H 0.0945; H 0.1092